Entry 1:
C14H33BrClN4O6 | ωB97M-V/def2-TZVPD

Last column: natural (NBO) charge in e.
Geometry (Å):
Cl: -0.627 2.205 -1.470  0.244
N: -1.304 3.659 -1.959  -0.582
C: -2.620 3.816 -2.044  0.555
N: -3.248 4.946 -2.420  -0.448
C: -4.531 4.655 -2.377  0.275
N: -4.749 3.398 -1.978  -0.270
Br: -6.278 2.437 -1.763  0.408
N: -3.511 2.853 -1.767  -0.369
H: -0.690 4.429 -2.182  0.452
H: -5.338 5.326 -2.626  0.254
H: -3.380 1.884 -1.503  0.473
C: -2.866 -1.848 -5.710  -0.253
O: -4.152 -2.187 -5.222  -0.545
C: -4.261 -2.175 -3.815  -0.089
C: -4.983 -0.939 -3.325  -0.091
O: -4.252 0.255 -3.594  -0.585
C: -4.701 0.941 -4.753  -0.261
H: -2.954 -1.733 -6.788  0.201
H: -2.502 -0.912 -5.275  0.164
H: -2.144 -2.642 -5.498  0.177
H: -3.273 -2.242 -3.347  0.174
H: -4.838 -3.054 -3.513  0.197
H: -5.121 -1.009 -2.242  0.180
H: -5.971 -0.886 -3.794  0.183
H: -5.669 1.421 -4.567  0.161
H: -4.796 0.294 -5.625  0.206
H: -3.963 1.715 -4.968  0.184
C: 3.646 -1.997 1.050  -0.254
O: 2.621 -2.561 0.247  -0.549
C: 1.316 -2.241 0.675  -0.088
C: 0.695 -1.158 -0.181  -0.089
O: 1.370 0.087 -0.049  -0.563
C: 2.290 0.344 -1.096  -0.258
H: 4.588 -2.163 0.533  0.197
H: 3.502 -0.923 1.198  0.173
H: 3.688 -2.483 2.028  0.178
H: 1.317 -1.927 1.725  0.177
H: 0.702 -3.143 0.593  0.187
H: -0.342 -1.007 0.135  0.173
H: 0.694 -1.478 -1.229  0.174
H: 1.761 0.584 -2.027  0.153
H: 2.951 -0.503 -1.286  0.196
H: 2.890 1.203 -0.800  0.196
C: 4.831 -1.075 7.551  -0.253
O: 4.499 0.234 7.126  -0.550
C: 5.271 0.695 6.033  -0.088
C: 4.507 0.614 4.730  -0.087
O: 4.222 -0.725 4.360  -0.555
C: 2.900 -1.123 4.661  -0.255
H: 4.074 -1.378 8.272  0.193
H: 4.838 -1.781 6.716  0.175
H: 5.810 -1.093 8.040  0.171
H: 6.202 0.125 5.951  0.176
H: 5.530 1.741 6.224  0.186
H: 5.113 1.057 3.934  0.184
H: 3.579 1.191 4.813  0.171
H: 2.184 -0.634 3.988  0.159
H: 2.632 -0.888 5.694  0.186
H: 2.841 -2.200 4.514  0.190

**Total charge**: +1
**E_tot**: -4257.440335 a.u.

Entry 2:
C5H9N | ωB97M-V/def2-TZVPD

Last column: natural (NBO) charge in e.
Geometry (Å):
C: -0.141 1.589 -0.203  -0.693
C: -2.218 -0.513 0.230  -0.675
C: -0.212 0.136 -0.099  0.124
C: 0.116 -1.053 -0.184  -0.190
C: 2.172 -0.595 -0.421  0.051
N: 2.992 -0.560 0.523  -0.652
H: 2.561 -0.502 1.450  0.336
H: 0.069 -2.105 -0.013  0.245
H: 2.557 -0.629 -1.450  0.147
H: -0.165 2.045 0.788  0.244
H: -0.996 1.960 -0.770  0.245
H: 0.784 1.887 -0.698  0.241
H: -2.351 -1.564 0.467  0.194
H: -2.462 0.126 1.073  0.191
H: -2.706 -0.222 -0.695  0.191

**Energy relative to the best compared isomer or geometry (same formula, charge and spin)**: 635.62 kJ/mol
**E_tot**: -250.424847 a.u.

- What is the E_tot in the second record?
  -250.424847 a.u.